[1]
{
  "formula": "C22H23N3O2S",
  "method": "the ωB97M-V functional and the def2-TZVPD basis",
  "total_charge": 0,
  "spin_multiplicity": 1,
  "e_above_lowest_kcal_mol": 27.9,
  "smiles": "CN(C)[C@H](CNC(=O)c1ccc(NC(=O)c2cccs2)cc1)c1ccccc1",
  "lumo_energy_ev": 0.07,
  "total_energy_ev": -42588.704,
  "homo_energy_ha": -0.3169,
  "species": ["C", "N", "C", "C", "C", "N", "C", "O", "C", "C", "C", "C", "N", "C", "O", "C", "C", "C", "C", "S", "C", "C", "C", "C", "C", "C", "C", "C", "H", "H", "H", "H", "H", "H", "H", "H", "H", "H", "H", "H", "H", "H", "H", "H", "H", "H", "H", "H", "H", "H", "H"],
  "coordinates": [[-2.289, -2.219, -0.992], [-3.556, -1.520, -0.922], [-4.208, -1.526, -2.216], [-3.453, -0.160, -0.408], [-2.710, -0.082, 0.942], [-1.283, 0.073, 0.801], [-0.379, -0.773, 1.351], [-0.703, -1.753, 1.994], [1.045, -0.425, 1.083], [1.963, -1.464, 0.960], [3.297, -1.217, 0.712], [3.746, 0.098, 0.601], [5.077, 0.430, 0.357], [6.142, -0.403, 0.137], [6.080, -1.616, 0.115], [7.415, 0.297, -0.084], [7.758, 1.625, -0.100], [9.125, 1.828, -0.356], [9.800, 0.658, -0.531], [8.788, -0.713, -0.387], [2.835, 1.145, 0.751], [1.500, 0.887, 0.985], [-4.839, 0.402, -0.189], [-5.786, -0.355, 0.489], [-7.048, 0.155, 0.730], [-7.376, 1.432, 0.301], [-6.436, 2.193, -0.371], [-5.173, 1.679, -0.615], [-1.542, -1.687, -1.604], [-2.462, -3.197, -1.438], [-1.887, -2.375, 0.005], [-5.180, -1.041, -2.141], [-3.617, -1.008, -2.989], [-4.359, -2.558, -2.530], [-2.911, 0.492, -1.128], [-2.886, -0.988, 1.523], [-3.106, 0.774, 1.503], [-0.959, 0.838, 0.231], [1.607, -2.478, 1.062], [3.996, -2.029, 0.608], [5.265, 1.422, 0.335], [7.074, 2.440, 0.066], [9.585, 2.799, -0.407], [10.844, 0.528, -0.737], [3.181, 2.167, 0.687], [0.822, 1.718, 1.123], [-5.523, -1.352, 0.808], [-7.780, -0.442, 1.254], [-8.361, 1.832, 0.490], [-6.686, 3.188, -0.710], [-4.444, 2.277, -1.146]]
}

[2]
{
  "formula": "C22H23N3O3",
  "method": "the ωB97M-V functional and the def2-TZVPD basis",
  "total_charge": 0,
  "spin_multiplicity": 1,
  "e_above_lowest_kcal_mol": 36.3,
  "smiles": "Cc1cccc(N2C(=O)C[C@@H](N3CCN(C(=O)c4ccccc4)CC3)C2=O)c1",
  "lumo_energy_ev": 0.70,
  "total_energy_ev": -33801.577,
  "homo_energy_ha": -0.3149,
  "species": ["C", "C", "C", "C", "C", "C", "N", "C", "O", "C", "C", "N", "C", "C", "N", "C", "O", "C", "C", "C", "C", "C", "C", "C", "C", "C", "O", "C", "H", "H", "H", "H", "H", "H", "H", "H", "H", "H", "H", "H", "H", "H", "H", "H", "H", "H", "H", "H", "H", "H", "H"],
  "coordinates": [[0.594, 3.705, 2.668], [-0.494, 3.034, 1.893], [-1.770, 2.868, 2.415], [-2.755, 2.214, 1.693], [-2.480, 1.707, 0.436], [-1.205, 1.872, -0.086], [-0.890, 1.318, -1.361], [-0.490, 2.078, -2.449], [-0.333, 3.267, -2.438], [-0.349, 1.131, -3.626], [-0.331, -0.265, -3.005], [1.011, -0.817, -2.985], [1.129, -2.216, -2.648], [1.109, -2.516, -1.131], [1.738, -1.426, -0.416], [1.303, -0.881, 0.751], [1.730, 0.194, 1.144], [0.327, -1.665, 1.556], [-0.728, -0.982, 2.151], [-1.638, -1.659, 2.940], [-1.485, -3.016, 3.170], [-0.410, -3.691, 2.617], [0.493, -3.022, 1.811], [2.729, -0.715, -1.190], [2.062, -0.004, -2.376], [-0.946, -0.034, -1.616], [-1.380, -0.869, -0.864], [-0.220, 2.533, 0.626], [0.244, 4.018, 3.648], [0.960, 4.578, 2.129], [1.427, 3.015, 2.792], [-1.996, 3.249, 3.401], [-3.742, 2.092, 2.114], [-3.232, 1.179, -0.128], [-1.215, 1.271, -4.274], [0.545, 1.350, -4.206], [-0.952, -0.979, -3.556], [0.323, -2.767, -3.134], [2.076, -2.560, -3.077], [1.649, -3.456, -0.954], [0.083, -2.628, -0.776], [-0.826, 0.078, 1.983], [-2.465, -1.123, 3.383], [-2.195, -3.545, 3.789], [-0.274, -4.745, 2.814], [1.341, -3.551, 1.403], [3.480, -1.432, -1.537], [3.207, 0.016, -0.535], [1.653, 0.946, -2.030], [2.821, 0.213, -3.139], [0.769, 2.638, 0.209]]
}

[3]
{
  "formula": "C22H23N3O5S",
  "method": "the ωB97M-V functional and the def2-TZVPD basis",
  "total_charge": 0,
  "spin_multiplicity": 1,
  "e_above_lowest_kcal_mol": 558.1,
  "lumo_energy_ev": 0.24,
  "total_energy_ev": -48708.123,
  "homo_energy_ha": -0.2860,
  "species": ["C", "H", "O", "C", "C", "C", "C", "C", "C", "H", "O", "C", "H", "H", "H", "N", "C", "O", "C", "C", "C", "C", "N", "C", "H", "H", "H", "H", "S", "O", "O", "N", "C", "C", "C", "C", "C", "C", "C", "H", "H", "C", "H", "H", "H", "H", "H", "H", "H", "H", "H", "H", "H", "H"],
  "coordinates": [[-2.799, -3.011, -0.779], [-2.860, -1.941, -0.930], [-1.937, -3.266, 0.247], [-0.757, -2.961, 0.339], [-0.045, -3.606, 1.282], [1.197, -3.158, 1.629], [1.784, -2.340, 0.845], [1.109, -1.688, -0.523], [-0.260, -2.035, -0.632], [-0.737, -1.713, -1.370], [1.729, -0.707, -1.268], [0.924, -0.081, -2.324], [0.278, 0.234, -1.837], [0.592, -0.745, -2.933], [1.723, 0.472, -2.846], [3.173, -1.966, 0.972], [3.961, -0.930, 0.763], [5.108, -0.814, 0.798], [3.211, 0.559, 0.552], [1.875, 0.786, 1.351], [1.488, 2.020, 0.728], [2.399, 2.578, 0.126], [3.468, 1.653, -0.071], [4.589, 1.684, -0.773], [4.459, 1.395, -2.184], [5.029, 2.701, -1.051], [5.466, 0.879, -0.486], [2.615, 3.587, -0.566], [-0.058, 2.814, 1.278], [-0.381, 2.511, 2.566], [0.153, 4.333, 0.713], [-1.030, 2.062, -0.080], [-1.939, 1.222, 0.486], [-1.882, 0.105, 1.442], [-2.992, -0.644, 1.720], [-4.085, -0.249, 1.020], [-4.196, 0.501, -0.204], [-3.142, 1.327, -0.019], [-2.998, 2.457, -1.274], [-3.815, 3.341, -1.012], [-3.049, 1.978, -2.150], [-1.668, 2.952, -0.825], [-1.002, 2.661, -1.917], [-1.507, 3.795, -0.776], [-5.238, 0.658, -0.677], [-4.812, -1.157, 1.186], [-2.814, -1.429, 2.539], [-0.830, 0.000, 2.088], [1.395, 0.209, 1.816], [3.702, -2.663, 1.110], [1.855, -3.414, 2.354], [-0.523, -4.055, 2.079], [-3.621, -3.449, -0.840], [-2.304, -3.453, -1.682]]
}

[4]
{
  "formula": "C22H23N3O7P2RhS",
  "method": "the ωB97M-V functional and the def2-TZVPD basis",
  "total_charge": -1,
  "spin_multiplicity": 1,
  "e_above_lowest_kcal_mol": 80.1,
  "lumo_energy_ev": [1.74, 1.74],
  "total_energy_ev": -74416.618,
  "homo_energy_ha": [-0.1483, -0.1495],
  "species": ["Rh", "O", "P", "O", "O", "O", "P", "O", "O", "O", "H", "H", "N", "C", "C", "C", "C", "C", "C", "S", "N", "C", "C", "C", "C", "C", "C", "N", "H", "H", "H", "H", "H", "H", "H", "H", "H", "C", "C", "C", "C", "C", "C", "C", "C", "C", "C", "H", "H", "H", "H", "H", "H", "H", "H", "H", "H", "H", "H"],
  "coordinates": [[-0.284, 0.700, -0.156], [0.945, 4.611, 0.836], [-0.080, 3.387, 0.603], [-0.075, 2.479, 1.789], [0.242, 2.768, -0.739], [-1.460, 4.226, 0.526], [-2.770, 3.199, 0.489], [-2.795, 2.690, 2.008], [-3.994, 3.906, 0.118], [-2.268, 2.067, -0.394], [0.734, 5.309, 0.217], [-1.874, 2.453, 2.216], [-3.305, -2.615, -0.323], [-4.630, -2.258, -0.265], [-5.619, -3.237, -0.210], [-6.956, -2.883, -0.164], [-7.321, -1.543, -0.173], [-6.343, -0.566, -0.236], [-4.996, -0.903, -0.279], [-3.791, 0.411, -0.326], [-2.368, -0.419, -0.209], [-2.230, -1.739, -0.230], [-0.919, -2.253, -0.134], [-0.604, -3.629, -0.295], [0.656, -4.091, -0.067], [1.634, -3.175, 0.374], [1.292, -1.845, 0.466], [0.094, -1.341, 0.158], [-3.103, -3.595, -0.199], [-5.328, -4.279, -0.206], [-7.713, -3.654, -0.119], [-8.366, -1.268, -0.126], [-6.605, 0.480, -0.253], [-1.372, -4.317, -0.622], [0.905, -5.131, -0.220], [2.629, -3.506, 0.619], [2.020, -1.116, 0.804], [2.892, 2.280, -1.853], [2.841, 0.978, -1.018], [2.726, -0.180, -2.021], [1.730, 0.968, -0.014], [4.051, 0.877, -0.093], [4.518, 2.015, 0.567], [5.474, 1.934, 1.559], [6.002, 0.706, 1.921], [5.590, -0.427, 1.241], [4.633, -0.340, 0.246], [2.076, 2.264, -2.569], [3.846, 2.354, -2.380], [2.746, 3.158, -1.231], [1.810, -0.045, -2.597], [2.657, -1.147, -1.531], [3.583, -0.178, -2.695], [1.913, 1.658, 0.807], [4.100, 2.980, 0.332], [5.797, 2.830, 2.069], [6.713, 0.632, 2.730], [6.006, -1.391, 1.502], [4.322, -1.246, -0.249]]
}

[5]
{
  "formula": "C22H23N5O6STi",
  "method": "the ωB97M-V functional and the def2-TZVPD basis",
  "total_charge": 0,
  "spin_multiplicity": 1,
  "e_above_lowest_kcal_mol": 35.4,
  "lumo_energy_ev": -0.23,
  "total_energy_ev": -76876.910,
  "homo_energy_ha": -0.2571,
  "species": ["Ti", "O", "C", "O", "C", "C", "C", "C", "C", "O", "C", "C", "O", "O", "H", "H", "H", "H", "H", "H", "H", "H", "C", "C", "C", "C", "C", "C", "C", "C", "C", "S", "C", "N", "H", "H", "H", "H", "H", "H", "H", "H", "N", "C", "N", "N", "C", "N", "H", "H", "H", "H", "C", "C", "O", "H", "H", "H"],
  "coordinates": [[-0.318, -0.109, 0.087], [0.667, -1.997, -2.682], [0.919, -1.792, -1.512], [0.046, -1.756, -0.570], [2.382, -1.565, -1.067], [2.505, -1.580, 0.462], [3.993, -1.575, 0.848], [4.366, -0.105, 0.592], [3.039, 0.437, 0.043], [2.064, -0.268, 0.805], [2.812, -0.110, -1.380], [1.677, 0.730, -2.019], [1.870, 1.326, -3.057], [0.599, 0.785, -1.329], [3.011, -2.302, -1.569], [1.894, -2.332, 0.967], [4.565, -2.274, 0.240], [4.119, -1.839, 1.897], [5.179, 0.014, -0.120], [4.628, 0.410, 1.517], [2.897, 1.515, 0.146], [3.696, -0.049, -2.016], [-2.219, -0.735, -2.484], [-2.326, 0.699, -2.090], [-3.029, 1.591, -2.929], [-3.078, 2.920, -2.626], [-2.416, 3.396, -1.474], [-2.401, 4.761, -1.133], [-1.733, 5.183, -0.011], [-1.048, 4.268, 0.779], [-1.022, 2.915, 0.472], [-0.087, 1.863, 1.480], [-1.735, 2.439, -0.668], [-1.732, 1.118, -0.986], [-3.004, -1.002, -3.189], [-2.262, -1.402, -1.620], [-1.254, -0.901, -2.977], [-3.497, 1.203, -3.821], [-3.592, 3.622, -3.267], [-2.919, 5.459, -1.774], [-1.720, 6.230, 0.257], [-0.494, 4.591, 1.648], [1.164, -0.263, 6.421], [0.539, -0.897, 5.412], [-0.263, -1.940, 5.709], [0.781, -0.483, 4.207], [0.297, -0.833, 3.084], [-0.088, -1.039, 2.007], [0.941, -0.464, 7.378], [1.644, 0.592, 6.200], [-0.386, -2.255, 6.652], [-0.702, -2.457, 4.967], [-3.179, 0.382, 1.661], [-2.232, -0.513, 0.858], [-2.589, -1.651, 0.606], [-3.822, -0.228, 2.297], [-3.818, 0.920, 0.959], [-2.628, 1.110, 2.254]]
}